# C8H14O

One molecule with the formula C8H14O (ωB97M-V with the def2-TZVPD basis set, the OMol25 dataset).

Last column: natural (NBO) charge in e.
Cartesian coordinates (Å):
C1 -0.080299 1.936130 -1.026598  -0.3827
C2 -0.228223 0.702834 -1.434223  -0.2277
C3 0.769039 -0.489619 -0.980713  0.0685
C4 2.194488 -0.095491 -1.365253  -0.6181
O1 0.794105 -0.981369 0.367122  -0.5352
C5 0.057866 -0.122246 1.151162  0.3681
C6 0.649163 0.900349 1.790234  -0.5137
C7 -1.430847 -0.375219 1.262429  -0.4831
C8 -1.887263 -1.707171 0.675141  -0.5984
H1 -0.726542 2.756585 -1.300323  0.2054
H2 0.647074 2.106736 -0.170659  0.2161
H3 -1.011446 0.349957 -2.090432  0.2048
H4 0.460733 -1.355575 -1.581148  0.1786
H5 2.867753 -0.925813 -1.161508  0.2147
H6 2.246186 0.151092 -2.422770  0.2129
H7 2.522061 0.766699 -0.789802  0.2081
H8 0.122945 1.421602 2.571902  0.2058
H9 1.724154 0.960212 1.836459  0.2092
H10 -1.702151 -0.321504 2.323218  0.2209
H11 -1.968595 0.441783 0.761766  0.2220
H12 -1.318452 -2.527777 1.105076  0.2133
H13 -1.755800 -1.726036 -0.404511  0.2001
H14 -2.945949 -1.866161 0.883431  0.2104

Forces on atoms 1 to 3 (eV/Å):
C 0.885 0.835 1.745
C 0.997 -2.476 0.772
C -0.279 0.617 -1.956

Output
structure (SMILES): C=C[C@@H](C)OC(=C)CC
E_tot: -388.373063 hartree
orbital gap: 10.026 eV



# C8H14O

C8H14O as an isolated structure (ωB97M-V with the def2-TZVPD basis set, the OMol25 dataset).

Last column: natural (NBO) charge in e.
Cartesian coordinates (Å):
C1 0.402293 0.566202 0.092851  -0.1755
C2 -0.895750 0.834432 0.762238  0.2283
C3 -2.008064 0.284722 -0.094107  -0.4695
C4 -1.353496 -0.994349 -0.691178  -0.4603
C5 1.644783 0.835828 0.939014  -0.6031
C6 0.600939 1.201870 -1.286252  -0.6133
C7 0.032581 -0.996915 -0.053484  0.2321
C8 0.962607 -1.975986 -0.283994  -0.6689
O1 -0.666165 -0.813582 1.648374  -0.7791
H1 0.071700 -0.795181 2.272520  0.4759
H2 -1.043749 1.584686 1.530379  0.2171
H3 -2.883880 0.058415 0.510638  0.2384
H4 -2.310804 1.002055 -0.862066  0.2295
H5 -1.892721 -1.890119 -0.389531  0.2349
H6 -1.293773 -0.978834 -1.779913  0.2224
H7 2.527563 0.433914 0.440890  0.2288
H8 1.781708 1.908633 1.086401  0.2096
H9 1.612601 0.369974 1.923845  0.1993
H10 0.915932 2.242826 -1.192012  0.2099
H11 1.367694 0.625452 -1.812278  0.2388
H12 -0.297193 1.193602 -1.900705  0.2083
H13 1.956931 -1.932865 0.134451  0.1918
H14 0.768263 -2.764780 -0.996081  0.2047

Forces on atoms 1 to 3 (eV/Å):
C 0.363 -1.293 0.120
C 0.180 -2.555 1.269
C -0.013 -0.158 0.083

Output
E_tot: -388.324342 hartree
orbital gap: 7.730 eV



# C8H14O2S

One molecule with the formula C8H14O2S (ωB97M-V with the def2-TZVPD basis set, the OMol25 dataset).

Last column: natural (NBO) charge in e.
Cartesian coordinates (Å):
C1 -0.587763 2.222337 -2.145376  -0.5993
C2 -0.135694 1.167300 -1.150386  -0.2084
C3 -0.186532 -0.194746 -1.792536  -0.4403
C4 0.515087 -1.295227 -1.073866  -0.4822
S1 -0.156771 -1.415401 0.804315  1.5330
O1 -1.460289 -1.996449 0.656335  -0.9424
C5 1.328941 -2.345385 1.644695  -0.1237
C6 1.211645 -2.019293 3.106412  -0.1909
O2 2.007955 -1.263907 2.220548  -0.5285
C7 -0.334852 0.459347 1.226689  -0.5757
C8 -0.943936 1.236013 0.141334  -0.4067
H1 -1.515284 2.084326 -2.580280  0.2083
H2 0.113620 2.383364 -2.946950  0.2127
H3 -0.628315 3.165387 -1.660623  0.2054
H4 0.970430 1.410453 -0.829336  0.1917
H5 0.182183 -0.305149 -2.811324  0.2303
H6 -1.309277 -0.441130 -1.807226  0.2163
H7 0.344246 -2.268229 -1.439519  0.2352
H8 1.525010 -1.307959 -0.934565  0.2204
H9 0.507879 -1.490696 3.628049  0.1658
H10 1.673842 -2.553950 3.852843  0.1776
H11 0.656777 0.843540 1.338066  0.2331
H12 -0.884629 0.605375 2.139561  0.2387
H13 -1.925864 0.888241 0.046426  0.2144
H14 -0.968407 2.431841 0.366715  0.2152

Forces on atoms 1 to 3 (eV/Å):
C 1.921 0.361 0.681
C 1.993 0.705 -0.075
C -1.775 -1.118 0.080

Output
structure (SMILES): C[C@H]1CC[S@](=O)(=C2CO2)CC1
E_tot: -861.668091 hartree
orbital gap: 8.898 eV



# C8H14O2Si

One molecule with the formula C8H14O2Si (ωB97M-V with the def2-TZVPD basis set, the OMol25 dataset).

Last column: natural (NBO) charge in e.
Cartesian coordinates (Å):
C1 -1.619456 -1.136977 -0.312007  0.7081
C2 -1.299479 1.258124 -1.183680  -0.5183
C3 -2.498521 0.666604 0.936312  -0.1325
C4 -1.519605 1.613086 0.230581  -0.0838
C5 -0.693484 -0.145058 -0.940821  -0.4133
C6 2.015747 -1.405997 -1.466124  -1.0671
C7 0.937145 -1.380637 1.460702  -1.1242
C8 1.923876 1.272371 0.311647  -1.1073
O1 -1.650961 -2.289515 -0.633368  -0.5521
O2 -2.704828 -0.530753 0.306734  -0.5069
Si1 1.028816 -0.339761 -0.111336  1.5849
H1 -2.233246 1.251287 -1.839992  0.2290
H2 -0.439991 1.866152 -1.681668  0.2329
H3 -1.950044 0.499944 1.883531  0.1803
H4 -3.503785 0.994169 1.164402  0.2206
H5 -0.785468 2.297805 0.827339  0.2275
H6 2.017582 -2.424450 -1.177107  0.2368
H7 1.323110 -1.243621 -2.360703  0.2332
H8 2.979504 -0.928171 -1.707947  0.2304
H9 1.888290 -1.807791 1.773545  0.2475
H10 0.538402 -0.814039 2.275108  0.2257
H11 0.189817 -2.162553 1.213186  0.2476
H12 1.162689 1.948997 0.871240  0.2211
H13 2.791784 1.212362 0.896939  0.2461
H14 2.102118 1.728428 -0.736505  0.2339

Forces on atoms 1 to 3 (eV/Å):
C -1.057 1.673 -2.575
C 0.822 1.231 -2.138
C 1.846 1.409 1.597

Output
E_tot: -753.086081 hartree
orbital gap (alpha / beta): 7.844 / 8.351 eV